Density functional theory data (wB97M-V/def2-TZVPD) for a structure of composition C31H34Ge2N3OSV.

```
! wB97M-V def2-TZVPD RIJCOSX def2/J DEFGRID3
* xyz 0 3
O -2.97869 2.47368 1.62931
H -0.06766 -0.14806 6.21111
H -3.05760 0.20407 -4.13980
H 2.81612 -2.27207 0.24659
H 1.96219 -3.68018 -0.42331
C 1.83760 -2.75776 0.13954
V 0.77098 1.08383 0.20318
H 0.30222 1.27902 5.24629
C 0.70804 -1.97892 -2.76483
C -2.92720 -0.76627 3.76491
H 2.99146 -3.43931 -4.85726
C 1.10685 -2.70354 -5.52305
H 3.47084 -0.22917 2.11632
H 1.43231 -3.04855 1.07992
H -3.11383 -1.51639 4.54193
C -0.99188 1.24239 2.46744
S 2.85060 1.29402 -0.55690
C -2.23119 -1.50568 0.03514
H -2.62092 -0.28288 -6.58950
C 2.26853 2.01860 1.23312
C -0.91880 -1.41731 -6.14183
H 0.08097 6.80076 -1.20916
H 0.70229 -2.27626 4.00406
C -0.21424 -1.55675 -3.78891
C -2.78816 -4.22238 -0.06003
H -1.58480 -0.62476 -2.40294
H 1.77038 6.10360 0.35297
H 2.58378 -3.04308 -2.55307
N 3.27470 1.85551 2.18887
H -1.72311 2.88309 -0.90047
H 1.28063 -1.03280 2.89297
N 2.06987 3.46243 1.20345
C 2.04090 -2.99003 -4.56984
H 4.63701 0.56264 3.12450
C 3.98384 3.08678 2.28479
C -1.98087 -0.61840 -5.78828
C 0.02527 5.79492 -0.78936
C 1.83218 -2.65676 -3.21240
H -3.17448 -1.21312 2.80543
H -0.72683 -4.46884 -0.54267
H 0.02465 -2.18199 2.33579
H -4.78771 -3.66900 0.48965
C -3.50932 -1.95730 0.33351
C -0.02037 -1.95276 -5.15220
C -1.50227 -3.75765 -0.32834
C 1.06181 4.04470 0.48057
C 1.03746 5.38988 0.05926
N 0.09403 3.19204 0.07312
C -3.79348 -3.32696 0.27548
C -0.98951 3.63096 -0.63789
Ge 0.55460 -1.51699 -0.71754
H -2.97741 -5.26962 -0.08788
H -3.50493 0.11630 3.96934
C -1.37004 -0.82565 -3.44904
H 3.50405 5.09166 1.61496
C -2.05585 1.84038 1.92330
C 3.28901 4.03277 1.68331
C 4.10432 0.67303 2.18141
H -0.18196 1.95610 2.48642
C -1.17424 -2.38615 -0.31068
C -0.44911 0.55673 5.46066
H 4.92651 3.19004 2.79695
Ge -0.97698 -0.31161 3.75966
H -0.75305 -1.58241 -7.17832
C -0.99633 4.90398 -1.17524
H -2.06980 -0.41064 0.03583
H 4.81648 0.63404 1.34430
C 0.36027 -1.59273 3.18191
H -4.27422 -1.19856 0.50636
H -1.31131 1.07093 5.88803
H -1.84364 5.23213 -1.80611
C -2.21910 -0.39820 -4.42590
H 1.28813 -2.91353 -6.56892
*
```

Calculated values
lowest unoccupied orbital energy (alpha / beta): -0.296 / -0.109 eV
energy: -6937.11443 Eh
energy relative to the best compared isomer or geometry (same formula, charge and spin): 0.00 kJ/mol


Density functional theory data (wB97M-V/def2-TZVPD) for a structure of composition C23H17Cl3N3O5PtSe.

```
! wB97M-V def2-TZVPD RIJCOSX def2/J DEFGRID3
* xyz -1 3
C 2.33027 -5.18913 0.38311
H -5.12783 0.09431 4.04303
C 2.22295 1.72802 3.14442
H 2.69936 -6.07277 0.89029
C 5.83856 0.42439 -0.87010
C 1.97555 -4.06227 1.11665
C -5.52090 -1.13722 1.59646
C 1.75461 -4.05790 -1.66329
H -1.12704 1.35454 3.09273
C -3.10264 0.80607 3.71355
Pt -0.58156 -0.13551 0.39616
O 0.89701 0.33116 1.76301
Cl 2.45451 3.42994 3.53316
Cl 1.63078 0.87943 4.58836
C -5.54336 -1.67689 0.31768
C 1.14631 1.56357 1.99393
C -4.44826 -1.55960 -0.52321
H 7.93539 0.03119 -1.15131
H 2.48869 -6.05789 -1.57996
C 1.52362 -2.93540 0.45521
N -2.07717 0.21315 1.63892
H 6.95249 3.98253 -1.58091
C 5.26775 2.72645 -1.12659
C 7.15085 0.78116 -1.13383
H -3.02038 1.31867 4.66200
H 1.31496 -3.21057 -3.26401
C -3.30506 -0.91705 -0.04706
C 0.98148 -1.68103 -1.71087
O 0.74798 -0.54685 -1.14705
H -6.42850 -2.19841 -0.02512
C 6.60754 2.97425 -1.37303
C -3.25207 -0.37899 1.23314
C -4.28942 0.14035 3.36027
O 1.65709 -4.10876 -2.99954
O 0.93314 -1.78605 -2.95084
H 1.28683 -2.05619 1.02863
H 4.54080 3.52701 -1.12939
H -6.37874 -1.25140 2.24841
C 4.85781 1.41576 -0.87334
Se 3.02593 1.00379 -0.59582
O 0.67333 2.56037 1.49323
C -4.38695 -0.45822 2.08856
Cl 3.78329 1.02535 2.67016
N -2.09430 -0.75711 -0.84716
C 1.40046 -2.90513 -0.93450
C -2.03903 0.82958 2.85250
N 7.54533 2.02860 -1.38571
H 5.57408 -0.60592 -0.67236
H -4.46921 -1.97219 -1.52512
C 2.21879 -5.18968 -0.99197
H 2.05895 -4.05807 2.19543
H -2.23203 -0.06698 -1.58115
H -1.83900 -1.62607 -1.30871
*
```

Calculated values
lowest unoccupied orbital energy (alpha / beta): 2.447 / 0.628 eV
energy: -5328.57307 Eh
energy relative to the best compared isomer or geometry (same formula, charge and spin): 0.00 kJ/mol


Density functional theory data (wB97M-V/def2-TZVPD) for an isolated molecule of C26H25ClN6O3S.

```
! wB97M-V def2-TZVPD RIJCOSX def2/J DEFGRID3
* xyz 0 1
N -1.93832 0.20873 2.82449
N -3.94264 -1.70623 -0.97910
C 9.24473 0.77658 -0.73489
H 9.82695 0.56960 0.16212
H 7.41274 2.76269 -1.03689
H -1.12158 -3.74903 1.96123
H 0.35158 -1.50363 -1.37076
C -0.44747 -1.89386 -0.75317
H 1.31773 2.54438 -0.80627
N -2.94520 1.53663 1.17232
H 5.02239 2.72092 -0.51150
H -6.63753 -0.84463 -1.52650
H -3.60028 1.16423 -1.48765
H -5.01320 -1.99268 0.78786
H -5.65514 -2.87711 -0.61679
H -3.39838 -3.21590 1.21671
C 5.82684 -0.43309 0.40741
H 1.84729 0.95826 -1.40826
H 9.48535 0.00562 -1.46572
C -6.14208 -0.75597 -0.55801
C 5.03902 0.69214 0.18920
C -0.79599 0.28093 2.11259
H -4.48967 2.89448 1.53311
C 6.97412 1.86279 -0.63196
C -4.04251 -0.85053 -2.13478
O -1.87176 2.24011 -0.70497
C 5.62574 1.84152 -0.33635
H -6.89512 -0.68700 0.22732
H 5.38918 -1.32876 0.81485
N 3.67251 0.72543 0.47305
C 7.78362 0.75424 -0.41985
C -2.55155 -2.82947 0.67406
H -3.88079 0.80867 2.87750
C -4.48112 0.56577 -1.70582
H -4.76373 -1.28655 -2.83374
C 1.03125 1.49924 -0.93493
C 1.47947 0.16382 1.19873
C -0.65841 0.96963 0.90869
O -5.99918 0.90721 1.55588
C -4.17053 2.19944 0.75124
O 3.28444 -1.33096 1.40459
C -1.80686 1.63552 0.35070
S 0.66652 -0.47192 2.60560
C 2.89204 -0.24361 1.03855
C 0.65900 0.89113 0.37597
H -3.96260 2.74993 -0.16670
C -5.19316 -1.93597 -0.28803
H 0.16193 1.48582 -1.58785
H 9.53925 1.74420 -1.13171
N -1.66436 -1.56446 -1.14953
C -0.18243 -2.67466 0.35490
C -5.26540 1.13693 0.61058
H -3.06170 -0.81264 -2.60684
C -2.71658 -2.02597 -0.46687
N -5.34347 0.45393 -0.54486
Cl 8.12743 -1.79907 0.38875
H 0.82914 -2.91043 0.64171
H -5.03468 1.04844 -2.52044
C -2.94638 0.83756 2.33382
H 3.22685 1.61126 0.28168
C 7.17517 -0.38476 0.10276
C -1.27253 -3.13892 1.08280
*
```

Calculated values
lowest unoccupied orbital energy: 0.002 eV
energy: -2418.51259 Eh
structure (SMILES): Cc1ccc(NC(=O)c2sc3ncn(CC(=O)N4CCN(c5ccccn5)CC4)c(=O)c3c2C)cc1Cl


Density functional theory data (wB97M-V/def2-TZVPD) for a structure of composition C38H35AsF6N4O6PtS2.

```
! wB97M-V def2-TZVPD RIJCOSX def2/J DEFGRID3
* xyz 0 1
H -0.21379 -2.83829 4.73514
F -5.25585 0.44990 1.41193
H 0.87718 -2.22560 6.00582
C -2.76788 1.91075 -4.41790
H -3.43189 0.16571 -5.43639
C 0.24270 1.06405 4.46956
H -2.12882 3.17255 -2.15392
H -1.58342 -3.70685 0.71314
F -2.37923 -0.89014 4.06822
H -0.75852 -1.54486 5.81967
S 2.10723 1.24468 -1.33674
N -3.31993 1.16312 -5.42565
C -1.44601 -0.56651 -1.92128
H 3.23168 -0.18078 3.71269
H 5.05379 -3.26561 -2.13516
C 2.52133 -2.37564 -0.11331
N -1.21584 0.22209 -0.86034
C 1.17661 -5.29636 2.89418
O 0.25366 -3.01033 -1.31972
H -0.39583 -6.45375 3.77841
C 5.23491 -2.08346 -0.35551
H 2.95742 -1.92391 4.03503
C 3.40508 2.33158 -0.83686
H 4.20867 3.11493 -2.67373
H -3.43928 2.50852 2.66368
C 0.09713 -1.95690 5.29568
H 1.95411 -5.74241 3.50052
C -0.14217 -5.69928 3.04528
C 0.50764 -3.77061 1.18192
O 2.26419 1.22141 2.31716
H -2.08929 -0.73102 -3.92921
F -4.41984 -1.08816 3.40448
C -3.42880 1.56154 3.19928
H -5.12542 2.93256 -9.31093
C -2.99038 0.45431 2.23328
C -4.63746 3.01812 -8.34920
H -0.20574 1.05743 5.46172
O -1.68738 0.68828 1.86220
C 4.39852 3.04126 1.22520
C -3.96928 0.49724 1.02980
H -4.41381 1.37635 3.62026
H 1.11062 1.71432 4.41998
H 2.65848 -1.16508 1.64628
C -1.44745 1.53672 -0.95251
H -4.62933 0.89440 -8.00075
H -0.47740 1.35865 3.70823
As 0.80450 -0.70273 4.02592
H -4.52398 5.16252 -8.46873
F -3.78446 -0.50069 0.15526
Pt -0.44081 -0.49770 0.81124
C 5.28643 3.81341 0.48598
H 2.53970 -4.01703 1.83623
H 6.03623 4.40540 0.99438
N -2.79205 3.19055 -4.65462
H 4.42584 3.01473 2.30669
H 2.88653 -0.74825 5.37077
C 1.50966 -4.32473 1.95817
C -3.16562 -0.89536 2.96737
H 5.12130 -0.90082 1.43786
C -1.95531 2.10836 -2.09891
S 0.76194 -2.47729 -0.02891
C -2.21840 1.30490 -3.19340
C 2.36836 1.42392 1.10161
C 4.27085 3.09552 -1.59440
C -1.13762 -5.13940 2.25205
O 1.12113 1.95522 -2.10951
H -2.69729 1.62856 4.00065
C -1.94590 -0.05492 -3.09750
H 2.57667 -3.50252 -1.92581
C -4.29465 4.29431 -7.86596
C 3.15731 -2.96480 -1.18940
C -4.36544 1.87439 -7.62652
F -3.81405 1.65069 0.36235
H -1.19509 -1.61206 -1.81432
C -3.67464 4.45620 -6.64510
C -3.39567 3.31103 -5.89840
C -3.73557 2.05094 -6.39732
C 2.68718 -0.90421 4.31046
H -2.16613 -5.45503 2.36401
O 0.33001 -1.31450 2.51330
C 5.21993 3.84293 -0.90667
C 4.57331 -1.49205 0.71533
H -1.23149 2.11388 -0.06738
N 1.55864 0.90660 0.16068
H 6.30465 -1.95872 -0.46063
C 4.53269 -2.81919 -1.29901
C 3.45347 2.30263 0.53757
F -2.83055 -1.96938 2.25428
C -0.81509 -4.16837 1.32009
O 2.68323 0.06867 -1.94098
H -3.40666 5.43337 -6.26744
C 3.20177 -1.63481 0.83984
H 5.91422 4.46095 -1.46078
*
```

Calculated values
lowest unoccupied orbital energy: 0.096 eV
energy: -5890.23569 Eh
energy relative to the best compared isomer or geometry (same formula, charge and spin): 103.18 kJ/mol